[1]
{
  "formula": "C39H35N10O2Pb",
  "method": "the ωB97M-V functional and the def2-TZVPD basis",
  "elements": ["Pb", "C", "C", "C", "C", "N", "C", "N", "C", "N", "C", "N", "C", "C", "C", "C", "C", "N", "C", "C", "C", "C", "C", "C", "H", "H", "H", "H", "H", "H", "H", "H", "H", "H", "H", "H", "C", "C", "N", "N", "C", "O", "C", "C", "C", "C", "C", "C", "C", "C", "C", "C", "C", "N", "H", "H", "H", "H", "H", "H", "H", "H", "H", "H", "H", "H", "N", "C", "O", "C", "C", "C", "C", "C", "C", "N", "H", "H", "H", "H", "H", "H", "H", "H", "H", "H", "H"],
  "positions_angstrom": [[0.629615, 0.735575, -0.035245], [3.630128, -2.182540, -1.920764], [3.328941, -3.458112, -1.439420], [2.458500, -3.584818, -0.385241], [1.895185, -2.434282, 0.202045], [2.154643, -1.214590, -0.306585], [3.013382, -1.107530, -1.327711], [1.176108, -2.648430, 1.347043], [0.688965, -1.754950, 2.147718], [0.461075, -0.419586, 1.945850], [0.245122, 0.176914, 3.171432], [0.178440, 1.422293, 3.486876], [0.569717, 2.526715, 2.787651], [0.328076, 3.770148, 3.409532], [0.895546, 4.913941, 2.903513], [1.699485, 4.828554, 1.764181], [1.851176, 3.594613, 1.178616], [1.282954, 2.475691, 1.643697], [0.189934, -0.872512, 4.206995], [0.046310, -0.810562, 5.577746], [0.148868, -2.002384, 6.286910], [0.381719, -3.210706, 5.638975], [0.536757, -3.267871, 4.258619], [0.436245, -2.081233, 3.561526], [4.325751, -2.035332, -2.733937], [3.785161, -4.331120, -1.886804], [2.210520, -4.542115, 0.048527], [3.193952, -0.096067, -1.680488], [-0.270873, 3.780842, 4.308311], [0.744412, 5.866634, 3.393385], [2.193178, 5.699384, 1.358663], [2.463740, 3.466323, 0.290291], [-0.128106, 0.133645, 6.074299], [0.057464, -1.990839, 7.364434], [0.455183, -4.119976, 6.220011], [0.736892, -4.195662, 3.740374], [-0.199130, -1.779155, -4.415445], [0.017227, -0.683450, -3.415884], [-0.144995, -0.882759, -2.150088], [-0.447272, -2.153681, -1.783550], [-1.157014, -2.377063, -0.754100], [-1.761816, -1.269663, -0.173938], [-1.398054, -3.759744, -0.322046], [-2.030298, -4.105538, 0.873084], [-2.263220, -5.436898, 1.175421], [-1.873362, -6.439798, 0.303411], [-1.216841, -6.106648, -0.874725], [-0.979953, -4.783056, -1.184885], [0.416477, 0.650122, -3.931800], [0.432510, 0.885343, -5.307636], [0.810151, 2.130978, -5.782265], [1.151276, 3.120366, -4.878005], [1.090652, 2.810071, -3.528526], [0.738913, 1.616545, -3.071228], [-0.397503, -2.708169, -3.890026], [0.696101, -1.896202, -5.027832], [-1.042564, -1.565797, -5.072326], [-2.351979, -3.350947, 1.574661], [-2.761192, -5.693038, 2.100470], [-2.099702, -7.474540, 0.522150], [-0.900715, -6.880357, -1.561054], [-0.494269, -4.513505, -2.109437], [0.168458, 0.098592, -5.997632], [0.836556, 2.323498, -6.845849], [1.454938, 4.104759, -5.203648], [1.348078, 3.549435, -2.775279], [-2.978554, -1.038502, 1.926473], [-2.397804, -1.204071, 0.947018], [-1.728060, 1.623951, 0.451584], [-2.371354, 2.609562, 0.071804], [-3.408558, 3.247427, 0.955953], [-2.948869, 4.635122, 1.437497], [-3.223754, 5.757982, 0.437199], [-2.465459, 5.628180, -0.883737], [-2.805199, 4.355020, -1.661104], [-2.152018, 3.166654, -1.128438], [-3.553033, 2.581666, 1.804358], [-4.355607, 3.335765, 0.417678], [-1.882899, 4.598025, 1.680026], [-3.484325, 4.863607, 2.359711], [-2.945599, 6.708177, 0.897481], [-4.297186, 5.799383, 0.230322], [-1.387209, 5.665274, -0.703801], [-2.725481, 6.479550, -1.516536], [-2.465764, 4.458476, -2.690772], [-3.889490, 4.214984, -1.672702], [-1.431778, 2.726104, -1.682909]],
  "atomic_forces_ev_per_a": [[0.1685, 0.3766, -0.2111], [0.0367, 0.0359, -0.0404], [-0.0953, 0.0715, -0.0166], [-0.0077, 0.1094, 0.0201], [0.2739, 0.0905, -0.2807], [0.0661, -0.4647, 0.2831], [0.0007, 0.0155, -0.1075], [-0.3529, -0.0352, 0.4969], [0.4130, -0.3561, -0.4511], [0.2155, 0.2568, -0.1441], [-0.0181, 0.5856, -0.0198], [-0.2612, -0.4794, 0.3561], [0.2732, 0.4227, -0.2038], [0.0035, -0.0507, -0.0523], [-0.0164, -0.0880, -0.1123], [0.0252, 0.0442, 0.0284], [-0.0346, 0.0540, -0.1365], [-0.1059, -0.0733, 0.6744], [-0.0645, -0.5434, -0.1319], [-0.0077, 0.1083, -0.0194], [-0.0392, 0.0681, 0.0437], [-0.0020, -0.0964, -0.0607], [-0.0102, -0.0067, -0.0995], [-0.2110, 0.3218, 0.3380], [0.0018, 0.0200, -0.0096], [-0.0064, -0.0255, 0.0161], [-0.0049, -0.0136, 0.0182], [0.0168, -0.0060, -0.0557], [0.0229, -0.0440, 0.0317], [-0.0349, 0.0030, 0.0151], [0.0270, -0.0166, -0.0335], [-0.0465, 0.0787, -0.0387], [0.0131, 0.0183, 0.0142], [-0.0393, 0.0005, 0.0152], [-0.0013, -0.0041, 0.0257], [0.0328, -0.0228, 0.0136], [0.1186, -0.1132, 0.0355], [-0.3598, -0.7029, 0.3804], [-0.1166, 1.0636, -0.6024], [0.0611, -0.6667, 0.3254], [0.1984, -0.1918, -0.6897], [0.1286, 0.5105, -0.0308], [-0.2267, -0.3443, 0.2005], [0.0292, 0.1800, -0.0684], [-0.0206, -0.1322, 0.0691], [-0.0177, 0.0599, -0.0657], [0.0143, -0.0097, 0.0139], [-0.0565, 0.2020, 0.0238], [-0.0052, 0.3259, -0.2830], [0.0663, -0.1826, 0.0902], [-0.0095, 0.0336, 0.0140], [-0.0280, 0.0059, -0.0651], [0.0668, -0.0428, 0.0461], [-0.1190, -0.1027, 0.4770], [0.0227, 0.0138, -0.1292], [-0.0444, -0.0141, -0.0837], [-0.0076, 0.0462, -0.0121], [0.0227, -0.1020, 0.0306], [-0.0209, 0.0372, 0.0131], [0.0649, -0.0081, 0.0683], [-0.0128, -0.0096, -0.0106], [0.0547, -0.0401, -0.0369], [-0.0099, 0.0526, -0.0449], [-0.0045, -0.0072, -0.0206], [0.0001, 0.0163, -0.0020], [-0.0093, 0.0111, -0.0411], [0.0215, -0.0114, -0.0484], [-0.1532, -0.0967, 0.2656], [0.1274, -0.1582, 0.0691], [-0.2089, 0.0982, -0.0232], [0.1529, 0.0462, 0.1169], [-0.2132, 0.0647, -0.1175], [0.3029, -0.0630, 0.0014], [-0.2525, -0.0359, -0.0149], [0.1498, 0.2684, 0.1763], [0.1105, -0.1906, -0.0518], [0.0089, -0.0590, -0.0686], [-0.0269, -0.0308, 0.0152], [-0.0069, 0.0156, 0.0648], [0.0628, -0.0229, 0.0414], [-0.0958, 0.0261, 0.0062], [-0.0167, 0.0260, 0.0174], [0.0176, -0.0035, -0.0473], [0.0638, 0.0296, 0.0027], [-0.0797, -0.0712, -0.0167], [0.0323, -0.0561, -0.1076], [-0.0069, -0.0194, -0.0477]],
  "mulliken_charge": [1.5553, -0.9211, -0.4858, -0.7006, 0.2817, 0.0928, -0.2991, -0.2179, -0.1469, -0.0052, -0.1135, -0.5227, 0.2418, -0.7407, -0.2987, -0.8345, -0.3164, -0.2645, -0.0885, -0.0291, -0.6671, -0.7077, -0.2769, 0.3240, 0.4628, 0.4507, 0.5708, 0.5051, 0.5066, 0.4623, 0.4534, 0.5284, 0.5614, 0.4189, 0.4337, 0.5910, -1.7384, 0.6563, 0.7692, -0.4893, -0.4659, -0.3203, 1.8595, -0.0962, -1.1564, -0.4106, -0.8316, -0.6371, 0.3009, -0.7493, -0.5802, -0.8409, -0.3622, 0.3403, 0.1374, 0.4411, 0.4195, 0.3720, 0.4660, 0.4150, 0.4352, 0.3245, 0.4280, 0.4367, 0.4437, 0.4765, -0.7021, 0.8350, -0.3102, 0.2535, -1.0760, -0.0260, -0.8611, -0.5352, -0.9248, 0.0579, 0.3863, 0.5046, -0.1322, 0.4456, 0.3714, 0.3228, 0.2660, 0.3827, 0.4450, 0.3157, 0.1340],
  "orbital_gap_ev": 7.11,
  "homo_ha": -0.3770,
  "charge": 1,
  "lumo_ev": -3.14
}



[2]
{
  "formula": "C12H9BrNOPS",
  "method": "the ωB97M-V functional and the def2-TZVPD basis",
  "elements": ["O", "P", "C", "C", "C", "C", "Br", "C", "C", "N", "C", "C", "C", "C", "C", "C", "S", "H", "H", "H", "H", "H", "H", "H", "H", "H"],
  "positions_angstrom": [[1.387839, -2.832718, 0.794809], [2.515917, -1.864216, 0.843638], [2.078268, -0.182173, 0.362704], [3.049390, 0.582293, -0.285135], [2.829496, 1.859614, -0.723262], [1.580259, 2.433991, -0.501591], [1.195175, 4.206683, -1.100806], [0.607730, 1.701939, 0.138055], [0.830047, 0.397171, 0.581309], [-0.192459, -0.312924, 1.223715], [-1.423209, -0.329736, 0.509026], [-2.034958, -1.549273, 0.260703], [-3.221099, -1.521598, -0.451187], [-3.790403, -0.341542, -0.866978], [-3.177851, 0.877011, -0.621007], [-1.985962, 0.850192, 0.070414], [-1.041228, 2.332331, 0.436951], [3.504520, -2.264175, -0.095063], [3.183190, -1.868280, 2.097661], [4.022268, 0.125514, -0.475439], [3.601127, 2.414304, -1.251282], [0.098149, -1.244407, 1.504027], [-1.571735, -2.464310, 0.623221], [-3.708115, -2.467025, -0.685438], [-4.719779, -0.352443, -1.433087], [-3.616576, 1.813777, -0.955957]],
  "atomic_forces_ev_per_a": [[-0.2572, 0.2371, 0.4285], [-0.4052, -0.8508, -0.6645], [0.6593, 0.2482, 0.1135], [0.6810, -0.7364, 0.0407], [0.0237, 0.8444, -0.2790], [0.1536, 0.1222, -0.2453], [0.2814, -0.5259, 0.1516], [-1.6512, 0.0870, 0.2031], [0.3291, -0.6577, 0.3479], [-0.0949, 0.5398, -0.4053], [0.3332, -0.8441, 0.6312], [-0.0932, 0.3598, -0.0527], [-0.1202, -1.1423, 0.1524], [-0.6936, 0.5440, -0.5576], [-0.0703, -0.1337, -0.0394], [1.0374, 0.9572, 0.2695], [-0.0704, -0.0036, -0.1298], [0.1664, 0.5387, 0.3634], [0.0131, 0.3292, -0.2999], [-0.1627, 0.1547, 0.0123], [-0.1534, -0.1109, 0.1563], [-0.0921, -0.0118, -0.2262], [-0.1276, 0.0877, -0.2102], [0.0203, 0.2142, 0.0473], [0.1440, -0.0741, 0.1568], [0.1494, -0.1729, 0.0353]],
  "nbo_charge": [-1.1028, 1.5279, -0.4990, -0.1575, -0.2676, -0.0289, 0.0894, -0.2718, 0.2976, -0.6248, 0.2215, -0.2588, -0.1848, -0.2300, -0.1991, -0.2228, 0.2989, -0.0764, -0.0757, 0.2179, 0.2367, 0.4139, 0.2345, 0.2158, 0.2172, 0.2286],
  "orbital_gap_ev": 8.46,
  "smiles": "O=[PH2]c1ccc(Br)c2c1Nc1ccccc1S2",
  "homo_ha": -0.2997,
  "lumo_ev": 0.31
}